Density functional theory data (ωB97M-V/def2-TZVPD) for C27H51N2O3OsSSb2Si as an isolated structure.

Output
energy relative to the best compared isomer or geometry (same formula, charge and spin): 0.0 kcal per mole
spin multiplicity: 1
total charge: +3
E_tot: -2652.70775 a.u.
Kohn-Sham gap: 6.242 eV

Geometry as XYZ:
```
88
Properties=species:S:1:pos:R:3:forces:R:3:mulliken_charge:R:1
Os -2.532 3.223 2.512 0.0 0.0 0.1 0.71
C 0.026 2.729 5.546 0.0 0.0 0.0 -1.14
Sb -0.858 4.169 4.283 0.0 0.0 0.0 0.50
C -1.882 5.548 5.515 0.0 0.0 0.0 -1.17
C 0.715 5.303 3.375 0.0 0.0 0.0 -1.52
C 0.259 6.703 3.077 0.0 0.0 0.0 0.67
C 0.458 7.677 4.057 0.0 0.0 0.0 -0.54
C 0.071 8.991 3.862 0.0 0.0 0.0 -0.73
C -0.520 9.357 2.660 0.0 0.0 0.0 -0.73
C -0.715 8.403 1.677 0.0 0.0 0.0 -0.51
C -0.340 7.072 1.864 0.0 0.0 0.0 0.75
C -0.586 6.105 0.739 0.0 0.0 0.0 -1.48
Sb -2.535 5.237 0.883 0.0 0.0 0.0 0.49
C -3.105 4.699 -1.080 0.0 0.0 0.0 -1.18
C -3.793 6.843 1.436 0.0 0.0 0.0 -1.16
H -0.743 2.085 5.966 0.0 0.0 0.0 0.36
H 0.552 3.247 6.346 0.0 0.0 0.0 0.40
H 0.725 2.134 4.963 0.0 0.0 0.0 0.39
H -1.196 5.879 6.293 0.0 0.0 0.0 0.43
H -2.746 5.068 5.969 0.0 0.0 0.0 0.43
H -2.189 6.405 4.919 0.0 0.0 0.0 0.31
H 1.045 4.742 2.503 0.0 0.0 0.0 0.49
H 1.529 5.304 4.101 0.0 0.0 0.0 0.68
H 0.952 7.402 4.983 0.0 0.0 0.0 0.46
H 0.249 9.729 4.632 0.0 0.0 0.0 0.45
H -0.807 10.384 2.483 0.0 0.0 0.0 0.45
H -1.143 8.702 0.727 0.0 0.0 0.0 0.47
H 0.124 5.282 0.694 0.0 0.0 0.0 0.50
H -0.562 6.619 -0.223 0.0 0.0 0.0 0.67
H -3.173 5.602 -1.685 0.0 0.0 0.0 0.43
H -4.069 4.194 -1.069 0.0 0.0 0.0 0.40
H -2.354 4.030 -1.493 0.0 0.0 0.0 0.38
H -3.751 7.600 0.655 0.0 0.0 0.0 0.43
H -3.443 7.274 2.372 0.0 0.0 0.0 0.31
H -4.817 6.494 1.548 0.0 0.0 0.0 0.44
C 3.553 -5.214 -5.504 0.0 0.0 0.0 -1.50
C 2.371 -4.272 -5.383 0.0 0.0 0.0 1.60
C 1.399 -4.425 -6.533 0.0 0.0 0.0 -1.63
C 2.794 -2.834 -5.166 0.0 0.0 0.0 -1.49
O 1.584 -4.688 -4.173 0.0 -0.1 0.0 0.10
Si 2.011 -5.099 -2.723 0.0 -0.1 0.0 -0.20
S -1.383 1.760 1.663 0.0 0.1 0.1 -0.09
O 3.355 -4.563 -2.120 0.0 0.0 0.0 -0.02
C 4.226 -5.055 -1.003 0.0 0.0 0.0 1.62
C 3.510 -4.748 0.296 0.0 0.0 0.0 -1.49
C 4.435 -6.543 -1.213 0.0 0.0 0.0 -1.51
C 5.511 -4.271 -1.156 0.0 0.0 0.0 -1.63
O 1.054 -5.974 -1.841 0.0 0.0 0.0 0.02
C -0.059 -6.916 -2.200 0.0 0.0 0.0 1.61
C -0.376 -7.631 -0.903 0.0 0.0 0.0 -1.65
C 0.471 -7.862 -3.259 0.0 0.0 0.0 -1.49
C -1.219 -6.078 -2.697 0.0 0.0 0.0 -1.48
H 4.111 -4.985 -6.412 0.0 0.0 0.0 0.48
H 3.219 -6.250 -5.574 0.0 0.0 0.0 0.38
H 4.238 -5.101 -4.661 0.0 0.0 0.0 0.27
H 1.885 -4.122 -7.460 0.0 0.0 0.0 0.45
H 0.522 -3.796 -6.383 0.0 0.0 0.0 0.37
H 1.080 -5.462 -6.637 0.0 0.0 0.0 0.38
H 3.340 -2.482 -6.041 0.0 0.0 0.0 0.47
H 3.450 -2.746 -4.299 0.0 0.0 0.0 0.22
H 1.922 -2.195 -5.028 0.0 0.0 0.0 0.37
H 2.564 -5.287 0.361 0.0 0.0 0.0 0.21
H 3.325 -3.677 0.387 0.0 0.0 0.0 0.36
H 4.135 -5.059 1.134 0.0 0.0 0.0 0.48
H 3.494 -7.091 -1.119 0.0 0.0 0.0 0.28
H 5.115 -6.928 -0.455 0.0 0.0 0.0 0.48
H 4.880 -6.738 -2.190 0.0 0.0 0.0 0.38
H 5.323 -3.201 -1.073 0.0 0.0 0.0 0.37
H 5.979 -4.476 -2.118 0.0 0.0 0.0 0.39
H 6.208 -4.561 -0.369 0.0 0.0 0.0 0.44
H 0.491 -8.185 -0.544 0.0 0.0 0.0 0.39
H -1.189 -8.337 -1.069 0.0 0.0 0.0 0.45
H -0.686 -6.921 -0.138 0.0 0.0 0.0 0.37
H 1.353 -8.394 -2.899 0.0 0.0 0.0 0.38
H 0.714 -7.328 -4.181 0.0 0.0 0.0 0.25
H -0.289 -8.603 -3.502 0.0 0.0 0.0 0.48
H -1.537 -5.370 -1.931 0.0 0.0 0.0 0.36
H -2.061 -6.729 -2.929 0.0 0.0 0.0 0.48
H -0.952 -5.536 -3.605 0.0 0.0 0.0 0.21
N -5.015 2.215 3.827 0.0 0.0 0.0 -0.05
C -6.337 2.107 3.740 0.0 0.0 0.0 -0.07
C -6.747 2.829 2.626 0.0 0.0 0.0 -0.83
C -5.588 3.347 2.088 0.0 0.0 0.0 -0.20
N -4.512 2.981 2.821 0.0 0.0 0.0 -0.17
H -4.395 1.810 4.512 0.0 0.0 0.0 0.22
H -6.903 1.541 4.462 0.0 0.0 0.0 0.48
H -7.755 2.954 2.270 0.0 0.0 0.0 0.41
H -5.460 3.958 1.211 0.0 0.0 0.0 0.44
```
Positions in Å, forces in eV/Å.



Density functional theory data (ωB97M-V/def2-TZVPD) for one molecule with the formula C3H8N2O at a distorted geometry.

Output
energy relative to the best compared isomer or geometry (same formula, charge and spin): 59.4 kcal per mole
spin multiplicity: 1
total charge: 0
SMILES: CN[C@H](N)C=O
E_tot: -303.79742 a.u.
Kohn-Sham gap: 9.826 eV

Geometry as XYZ:
```
14
Properties=species:S:1:pos:R:3:forces:R:3:mulliken_charge:R:1
C -0.785 0.082 -0.563 0.4 2.2 1.0 0.16
C 1.023 -0.622 1.133 -2.1 -1.9 -0.8 -0.88
N -0.472 -0.871 0.450 2.5 -0.4 2.1 -0.51
N -0.030 -0.195 -1.757 0.0 0.1 0.0 -0.62
C -0.243 1.383 0.152 -1.5 0.0 -2.1 -0.16
O -0.878 2.041 0.932 0.5 -0.3 0.0 -0.51
H -1.141 -0.774 1.209 0.1 0.0 -0.1 0.31
H -1.873 0.206 -0.677 0.2 -0.3 0.0 0.35
H -0.059 -1.185 -1.972 -0.1 0.0 0.0 0.23
H -0.370 0.342 -2.544 0.0 -0.1 0.0 0.22
H 0.759 1.601 -0.246 0.4 0.4 0.5 0.43
H 1.704 -0.788 0.303 0.1 0.1 0.2 0.33
H 1.047 -1.454 1.833 0.3 -0.2 -0.2 0.36
H 1.317 0.234 1.746 -0.8 0.5 -0.5 0.30
```
Positions in Å, forces in eV/Å.



Density functional theory data (ωB97M-V/def2-TZVPD) for a 3-piece molecular cluster, C31H58BrClNO5 overall at a distorted geometry.

Output
spin multiplicity: 1
total charge: +1
E_tot: -4680.65254 a.u.
Kohn-Sham gap: 6.941 eV

Geometry as XYZ:
```
97
Properties=species:S:1:pos:R:3:forces:R:3:mulliken_charge:R:1
C 5.462 -1.658 2.079 -1.9 0.4 0.2 -0.47
O 6.301 -0.594 1.588 -0.1 -0.6 -0.8 -0.42
C 6.173 -0.414 0.163 -0.7 -0.6 -0.9 -0.80
C 4.727 0.181 -0.273 0.1 -1.3 0.4 0.26
C 4.561 0.347 -1.853 0.5 -0.5 0.0 -0.48
C 4.896 1.790 -2.443 0.6 0.4 0.1 -0.70
C 4.467 3.038 -1.548 0.0 -0.2 0.2 -1.07
C 2.915 3.127 -1.162 0.0 0.4 0.4 0.36
C 1.905 2.525 -2.240 -0.2 1.0 -0.5 -1.24
C 0.376 2.450 -1.778 1.1 -0.1 0.3 0.02
N -0.309 1.506 -2.758 -3.4 -2.5 -0.1 0.12
Cl 0.038 1.200 -4.412 0.6 0.7 0.4 0.03
C -1.342 0.788 -2.299 2.3 2.5 2.2 -0.19
C -1.479 1.302 -0.785 -1.2 0.2 0.2 0.09
C -2.443 0.539 0.230 0.5 -1.0 -0.3 -1.34
C -1.862 -0.806 0.858 -0.6 -0.5 0.5 -0.18
C -1.708 -2.019 -0.172 0.0 -0.4 1.0 -0.04
C -1.570 -3.398 0.679 -0.6 0.6 0.0 -0.42
C -2.207 -4.659 -0.074 -1.1 0.0 1.2 0.13
O -1.243 -5.582 -0.648 1.8 1.6 -0.2 -0.37
C -0.176 -4.912 -1.292 0.2 1.5 -1.9 0.73
C 1.296 -5.252 -0.725 -1.6 -0.8 0.2 -0.82
O -0.360 -4.079 -2.208 0.4 -2.6 3.2 -0.55
C 0.003 1.732 -0.363 -0.4 1.8 -2.2 0.63
Br 1.258 0.204 -0.255 -0.7 0.5 0.5 0.02
C 0.044 2.900 0.723 -1.0 -0.6 1.0 -1.22
C -0.190 2.447 2.236 0.5 1.3 1.8 0.79
C 1.034 1.625 2.886 -0.4 -0.6 -1.3 -0.80
C -0.287 3.830 3.096 0.9 0.0 -1.1 -1.25
H 4.504 -1.156 2.488 1.3 -0.9 -0.5 0.11
H 5.087 -2.356 1.240 0.9 0.8 1.2 0.23
H 5.901 -2.243 2.947 0.0 0.8 -1.3 0.27
H 7.018 0.216 -0.265 -1.0 -0.6 1.0 0.31
H 6.280 -1.466 -0.303 -0.2 1.6 0.3 0.39
H 4.466 1.094 0.350 0.4 -1.0 -0.9 0.05
H 3.978 -0.638 0.045 1.1 1.3 -0.4 -0.07
H 3.532 -0.065 -2.136 1.3 0.9 0.2 0.20
H 5.314 -0.384 -2.333 -1.2 1.0 0.6 0.50
H 6.043 1.844 -2.547 -1.7 0.0 0.1 0.43
H 4.482 1.944 -3.492 0.4 -0.5 1.2 0.29
H 5.057 2.969 -0.564 -0.9 0.4 -1.5 0.38
H 4.745 4.019 -2.067 -0.2 -1.5 0.6 0.38
H 2.796 2.674 -0.121 -0.1 0.3 -1.6 -0.45
H 2.665 4.246 -1.048 0.3 -1.6 -0.1 0.40
H 1.930 3.246 -3.140 -0.1 -1.1 1.2 0.39
H 2.194 1.509 -2.654 -0.2 1.2 0.8 0.52
H -0.183 3.456 -1.774 0.9 -1.4 -0.3 0.17
H -1.946 0.025 -2.882 1.0 1.2 0.7 0.48
H -2.000 2.330 -0.898 0.7 -1.4 -0.2 0.45
H -2.709 1.248 1.076 0.2 -0.8 -1.2 0.37
H -3.395 0.242 -0.349 1.3 0.7 0.9 0.49
H -2.628 -1.151 1.648 1.0 0.6 -1.2 0.51
H -0.885 -0.657 1.451 -1.4 0.0 -1.1 -0.19
H -0.785 -1.852 -0.818 -1.4 -0.4 0.5 -0.06
H -2.668 -2.162 -0.792 1.5 0.5 0.7 0.28
H -2.197 -3.253 1.636 0.9 -0.3 -1.4 0.24
H -0.500 -3.569 1.051 -1.5 0.1 -0.7 0.09
H -2.973 -4.345 -0.857 1.1 -0.2 0.9 0.28
H -2.788 -5.264 0.729 1.1 0.9 -1.5 -0.30
H 2.073 -5.321 -1.549 -1.1 0.4 1.0 0.32
H 1.204 -6.268 -0.195 0.3 1.6 -0.7 0.30
H 1.512 -4.437 0.048 -0.1 -1.2 -1.2 0.17
H 0.978 3.546 0.705 -1.0 -1.2 -0.3 0.44
H -0.830 3.609 0.462 1.3 -1.1 0.2 0.30
H -1.169 1.899 2.430 1.3 0.5 -0.6 -0.13
H 0.807 0.508 2.729 0.6 1.6 0.5 0.11
H 1.973 1.855 2.264 -1.2 -0.3 1.2 0.08
H 1.189 1.843 3.997 -0.3 -0.3 -1.7 0.40
H 0.046 3.670 4.174 -0.9 0.2 -1.4 0.36
H -1.301 4.334 2.993 1.3 -0.7 0.3 0.33
H 0.502 4.532 2.631 -1.2 -0.8 0.8 0.32
C -3.124 5.134 -4.124 -0.2 -0.4 0.0 -0.62
C -3.630 6.484 -3.662 -0.1 0.4 -0.2 -0.57
C -2.811 6.714 -2.406 -0.1 0.1 0.4 -0.41
O -1.554 6.049 -2.604 -0.1 -0.3 -0.1 -0.40
C -1.654 5.208 -3.760 0.2 0.3 -0.1 0.32
H -3.291 4.942 -5.185 0.0 0.0 0.1 0.39
H -3.613 4.339 -3.551 0.0 0.0 -0.1 0.23
H -3.389 7.246 -4.410 -0.1 0.0 0.1 0.27
H -4.705 6.512 -3.480 0.1 0.0 0.0 0.35
H -3.293 6.268 -1.530 -0.1 0.1 0.0 0.25
H -2.638 7.773 -2.207 0.1 -0.1 0.0 0.28
H -1.069 5.671 -4.562 0.0 -0.1 0.0 0.30
H -1.225 4.227 -3.539 0.1 0.0 0.0 -0.32
C -4.203 -6.474 4.995 -0.4 0.0 0.3 -0.54
C -3.499 -7.480 4.111 0.4 -0.2 0.0 -0.62
C -3.977 -7.076 2.730 -0.2 -0.1 -0.3 -0.26
O -4.210 -5.660 2.769 0.1 -0.1 0.2 -0.40
C -4.173 -5.225 4.136 0.1 0.3 -0.1 -0.44
H -3.727 -6.334 5.966 0.0 0.0 -0.1 0.33
H -5.238 -6.788 5.163 0.1 0.1 0.0 0.25
H -2.415 -7.345 4.186 -0.1 -0.1 0.0 0.26
H -3.730 -8.518 4.355 0.0 0.1 0.0 0.35
H -4.923 -7.565 2.478 0.1 -0.1 0.0 0.27
H -3.247 -7.307 1.950 -0.1 0.1 0.0 0.24
H -3.244 -4.664 4.285 0.0 0.0 0.1 0.25
H -5.017 -4.561 4.333 0.0 0.0 -0.1 0.30
```
Positions in Å, forces in eV/Å.



Density functional theory data (ωB97M-V/def2-TZVPD) for one molecule with the formula C2H2INP2 at a distorted geometry.

Output
energy relative to the best compared isomer or geometry (same formula, charge and spin): 3.1 kcal per mole
spin multiplicity: 1
total charge: 0
SMILES: N#CC=P#[PH]I
E_tot: -1112.51730 a.u.
Kohn-Sham gap: 7.533 eV

Geometry as XYZ:
```
8
Properties=species:S:1:pos:R:3:forces:R:3:mulliken_charge:R:1
C -0.926 0.560 -2.757 -1.5 -1.2 -0.3 0.05
C -0.749 -0.098 -1.490 0.3 0.4 0.8 0.03
N -1.294 0.889 -3.802 0.5 0.4 0.4 -0.35
P 0.878 -0.163 -1.040 -0.4 0.1 0.5 0.00
P 0.469 -0.687 1.087 -1.5 -0.4 -0.1 -0.19
I 0.461 -3.143 0.953 0.2 0.2 0.1 0.01
H -1.666 -0.430 -0.889 1.4 0.7 -1.0 0.33
H 1.630 -0.466 1.807 1.0 -0.1 -0.2 0.12
```
Positions in Å, forces in eV/Å.



Density functional theory data (ωB97M-V/def2-TZVPD) for one molecule with the formula C4H4N2O at a distorted geometry.

Output
energy relative to the best compared isomer or geometry (same formula, charge and spin): 110.3 kcal per mole
spin multiplicity: 1
total charge: 0
SMILES: C=NN1C(=C)C1=O
E_tot: -339.40586 a.u.
Kohn-Sham gap: 9.464 eV

Geometry as XYZ:
```
11
Properties=species:S:1:pos:R:3:forces:R:3:mulliken_charge:R:1
C 0.702 -0.542 -1.238 -2.0 2.7 0.0 0.53
C -0.322 -1.671 1.624 0.4 -0.2 -1.2 -0.21
C -0.224 2.208 -0.791 0.0 0.2 -0.2 -0.92
N 0.312 -0.152 -0.037 0.4 -2.5 2.3 0.32
N 0.312 -0.608 1.371 -0.5 1.8 -0.5 -0.50
C 0.165 0.955 -0.860 1.0 -1.1 -0.3 0.17
O 0.931 -1.397 -2.010 0.8 -0.6 -0.3 -0.48
H -0.420 -1.957 2.664 0.2 -0.1 0.0 0.28
H -0.677 -2.318 0.818 -0.4 0.1 0.3 0.28
H -0.137 2.852 -1.651 -0.2 -0.1 -0.1 0.26
H -0.642 2.631 0.111 0.2 -0.1 0.2 0.28
```
Positions in Å, forces in eV/Å.



| no. | lowest unoccupied orbital energy (Ha) |
| --- | --- |
| 1 | -0.33493 |
| 2 | 0.03654 |
| 3 | -0.15862 |
| 4 | -0.06236 |
| 5 | 0.01463 |